Record 1
66
Properties=species:S:1:pos:R:3:lowdin_charge:R:1 method="wB97M-V/def2-TZVPD" energy_ev=-73365.783 de_lowest_kcal_mol=1.2 total_charge=+1 gap_ev=8.8738
Ca -1.138 1.559 0.559 1.493
O -2.011 0.661 2.503 -0.137
C -0.712 0.360 3.092 -0.336
C -0.008 1.756 3.241 -0.615
O 0.300 2.173 4.335 0.103
O 0.126 2.362 2.108 -0.215
C -0.879 -0.408 4.394 -0.139
C -2.075 -1.067 4.664 -0.029
C -2.223 -1.814 5.825 -0.071
C -1.169 -1.922 6.717 -0.075
C 0.032 -1.282 6.441 -0.057
C 0.178 -0.529 5.288 -0.017
C -0.008 -0.513 2.072 -0.204
C -0.731 -1.384 1.255 -0.048
C -0.084 -2.239 0.372 -0.055
C 1.299 -2.246 0.305 -0.068
C 2.030 -1.386 1.119 -0.060
C 1.385 -0.517 1.985 -0.009
H -2.554 1.084 3.181 0.136
H -2.899 -1.021 3.963 0.111
H -3.161 -2.316 6.023 0.107
H -1.279 -2.501 7.624 0.107
H 0.860 -1.359 7.133 0.110
H 1.110 -0.015 5.097 0.116
H -1.811 -1.420 1.339 0.123
H -0.663 -2.910 -0.248 0.114
H 1.807 -2.924 -0.368 0.094
H 3.112 -1.392 1.080 0.114
H 1.964 0.159 2.603 0.134
C 2.144 1.338 -1.341 0.016
C 0.919 1.049 -2.136 -0.342
N -0.320 1.101 -1.683 -0.031
C -1.147 0.773 -2.738 -0.119
C -0.393 0.513 -3.835 -0.030
N 0.912 0.696 -3.442 0.000
C 2.063 0.533 -4.322 -0.058
N 2.092 -0.773 -4.893 -0.068
N 1.503 -0.994 -6.104 0.061
N 1.514 -2.238 -6.355 0.085
C 2.078 -2.907 -5.287 -0.218
C 2.312 -4.265 -5.078 0.001
C 2.913 -4.625 -3.892 -0.072
C 3.280 -3.666 -2.931 -0.081
C 3.056 -2.319 -3.122 -0.018
C 2.449 -1.961 -4.324 -0.167
H 1.857 1.628 -0.331 0.077
H 2.721 2.152 -1.779 0.096
H 2.788 0.461 -1.261 0.072
H -2.218 0.735 -2.631 0.106
H -0.650 0.214 -4.837 0.124
H 2.970 0.708 -3.748 0.138
H 2.006 1.247 -5.142 0.148
H 2.035 -4.994 -5.827 0.121
H 3.120 -5.667 -3.691 0.109
H 3.763 -3.999 -2.021 0.108
H 3.349 -1.584 -2.382 0.097
C -4.888 4.425 -0.599 -0.234
S -3.093 4.395 -0.496 0.904
C -2.905 5.528 0.888 -0.229
O -2.771 3.025 0.069 -0.719
H -5.299 4.128 0.364 0.068
H -5.184 3.725 -1.377 0.060
H -5.205 5.431 -0.869 0.068
H -3.219 6.522 0.572 0.068
H -1.850 5.541 1.156 0.064
H -3.506 5.172 1.723 0.069

=====

Record 2
51
Properties=species:S:1:pos:R:3:lowdin_charge:R:1 method="wB97M-V/def2-TZVPD" energy_ev=-59106.388 de_lowest_kcal_mol=9.6 total_charge=+2 gap_ev=6.8572
Hf 0.957 0.859 0.525 1.561
N -3.017 -0.725 0.166 0.125
C -1.996 0.096 0.414 -0.831
S -0.902 -0.361 1.740 0.659
N -1.881 1.195 -0.307 0.030
N -0.814 1.949 0.107 -0.219
C -0.899 3.188 0.411 -0.003
C 0.200 3.709 1.237 -0.262
C 0.319 5.038 1.569 0.028
C 1.279 5.413 2.510 0.020
C 2.058 4.438 3.099 0.016
C 1.899 3.117 2.701 -0.082
N 1.004 2.749 1.783 -0.021
H -3.209 -1.477 0.807 0.110
H -3.758 -0.427 -0.452 0.131
H -1.794 3.776 0.222 0.161
H -0.344 5.770 1.127 0.138
H 1.393 6.453 2.784 0.136
H 2.792 4.684 3.853 0.135
H 2.510 2.334 3.129 0.132
O 4.834 0.917 -0.765 -0.202
S 3.729 1.439 -0.046 0.609
O 3.845 2.530 0.874 -0.280
N 2.879 0.265 0.741 -0.269
C 3.117 -1.115 0.432 -0.258
C 4.290 -1.763 0.709 0.029
C 4.442 -3.126 0.389 -0.013
C 3.434 -3.822 -0.214 0.013
C 2.227 -3.170 -0.558 -0.124
C 1.183 -3.789 -1.274 0.055
C 0.090 -3.054 -1.661 -0.001
C 0.014 -1.709 -1.307 -0.112
N 0.950 -1.094 -0.595 -0.084
C 2.071 -1.806 -0.233 -0.166
C 2.436 2.020 -1.200 -0.349
C 1.859 1.138 -2.133 -0.099
C 0.851 1.597 -2.972 -0.029
C 0.478 2.938 -2.943 -0.018
C 1.112 3.825 -2.082 -0.033
C 2.075 3.367 -1.192 -0.059
H 5.097 -1.219 1.182 0.136
H 5.375 -3.619 0.627 0.128
H 3.552 -4.870 -0.459 0.133
H 1.264 -4.836 -1.537 0.141
H -0.712 -3.497 -2.233 0.126
H -0.837 -1.109 -1.607 0.112
H 2.297 0.160 -2.281 0.132
H 0.408 0.929 -3.699 0.130
H -0.284 3.294 -3.623 0.131
H 0.859 4.877 -2.107 0.131
H 2.582 4.043 -0.516 0.129

=====

Record 3
82
Properties=species:S:1:pos:R:3:lowdin_charge:R:1 method="wB97M-V/def2-TZVPD" energy_ev=-93224.225 de_lowest_kcal_mol=13.8 smiles="CCCCc1cnc2c(P(O)Cl)c(S(=O)(=O)F)ccc2n1.Fc1ccccc1.Fc1ccccc1.Fc1ccccc1.Fc1ccccc1" gap_ev=7.7180
C 2.734 -2.217 -0.925 -0.086
C 3.281 -3.653 -1.181 -0.242
C 2.208 -4.678 -1.608 -0.205
C 1.186 -5.024 -0.475 -0.113
C 0.077 -3.981 -0.509 -0.258
C -0.049 -3.045 0.574 -0.060
N -0.930 -2.085 0.646 0.141
C -1.740 -2.067 -0.457 -0.217
C -2.730 -1.037 -0.533 -0.299
P -2.879 0.257 0.801 0.644
O -2.813 -0.535 2.249 -0.356
Cl -1.095 1.354 0.769 0.242
C -3.571 -0.962 -1.599 -0.262
S -4.826 0.312 -1.841 0.629
O -5.807 -0.229 -2.724 -0.282
O -4.161 1.430 -2.418 -0.242
F -5.518 0.659 -0.485 -0.162
C -3.524 -1.925 -2.659 -0.034
C -2.582 -2.891 -2.579 0.011
C -1.664 -2.984 -1.502 -0.188
N -0.729 -3.984 -1.541 0.198
H 2.557 -2.122 0.158 0.054
H 3.407 -1.430 -1.278 0.071
H 1.754 -2.094 -1.416 0.068
H 4.044 -3.584 -1.971 0.103
H 3.749 -4.022 -0.255 0.096
H 2.744 -5.590 -1.918 0.107
H 1.687 -4.313 -2.506 0.108
H 0.733 -5.976 -0.788 0.118
H 1.667 -5.089 0.507 0.115
H 0.664 -3.132 1.399 0.124
H -1.869 -0.690 2.435 0.029
H -4.222 -1.865 -3.489 0.122
H -2.526 -3.624 -3.385 0.129
F -7.080 4.045 -7.328 0.053
C -7.636 3.073 -6.577 -0.290
C -8.990 2.829 -6.689 -0.026
C -9.561 1.825 -5.919 -0.089
C -8.774 1.088 -5.044 -0.092
C -7.413 1.349 -4.940 -0.071
C -6.838 2.346 -5.716 -0.009
H -9.587 3.420 -7.371 0.114
H -10.620 1.618 -6.002 0.102
H -9.222 0.308 -4.441 0.101
H -6.799 0.777 -4.254 0.066
H -5.778 2.560 -5.655 0.118
F 4.026 -3.491 2.673 0.042
C 4.491 -2.232 2.826 -0.293
C 3.648 -1.258 3.326 -0.024
C 4.128 0.034 3.485 -0.076
C 5.437 0.336 3.135 -0.098
C 6.270 -0.653 2.630 -0.085
C 5.796 -1.948 2.479 -0.015
H 2.628 -1.512 3.585 0.114
H 3.480 0.804 3.882 0.106
H 5.807 1.347 3.256 0.102
H 7.288 -0.415 2.352 0.108
H 6.433 -2.734 2.094 0.119
F 6.355 0.376 -0.366 0.054
C 6.817 1.631 -0.214 -0.296
C 5.975 2.605 0.288 -0.026
C 6.454 3.898 0.448 -0.081
C 7.763 4.202 0.098 -0.097
C 8.595 3.213 -0.408 -0.084
C 8.123 1.917 -0.561 -0.019
H 4.956 2.352 0.549 0.118
H 5.806 4.667 0.847 0.106
H 8.133 5.212 0.220 0.101
H 9.614 3.451 -0.685 0.105
H 8.760 1.131 -0.946 0.117
F 0.063 3.097 4.239 0.052
C -1.125 2.909 4.847 -0.282
C -1.374 3.538 6.051 -0.021
C -2.600 3.346 6.673 -0.085
C -3.554 2.523 6.089 -0.096
C -3.285 1.894 4.880 -0.075
C -2.065 2.092 4.251 -0.027
H -0.614 4.170 6.494 0.116
H -2.810 3.839 7.613 0.104
H -4.508 2.371 6.578 0.100
H -4.026 1.249 4.426 0.103
H -1.843 1.617 3.304 0.034

=====

Record 4
13
Properties=species:S:1:pos:R:3:lowdin_charge:R:1 method="wB97M-V/def2-TZVPD" energy_ev=-7797.865 de_lowest_kcal_mol=41.0 smiles=N#CC1CC1.O gap_ev=11.3196
N -2.785 1.557 -0.617 0.139
C -1.896 0.844 -0.412 -0.200
C -0.764 -0.013 -0.148 -0.291
C 0.589 0.415 -0.682 -0.113
C -0.103 -0.760 -1.283 -0.097
H -0.808 -0.533 0.805 0.124
H 1.441 0.230 -0.038 0.085
H 0.608 1.341 -1.248 0.113
H 0.273 -1.747 -1.032 0.110
H -0.537 -0.665 -2.272 0.111
O 1.296 -0.585 2.154 -0.059
H 2.013 -0.231 2.693 0.050
H 0.672 0.147 2.081 0.029